C5H13N2 | the ωB97M-V functional and the def2-TZVPD basis

```
20
Properties=species:S:1:pos:R:3:forces:R:3:lowdin_charge:R:1
C -0.9896 1.3690 -0.8982 0.175 -1.140 -0.259 -0.191
C -1.3907 0.1079 -1.1892 -0.267 0.731 0.301 -0.172
C -0.4794 -1.0300 -1.6349 -0.187 0.680 0.193 -0.122
C -1.9479 2.4796 -0.5629 0.131 0.350 0.507 -0.115
H 0.1047 1.6131 -0.9311 -0.992 -0.203 -0.028 0.106
H -2.4939 -0.1318 -1.1311 1.326 0.309 -0.192 0.122
H -0.7909 -1.9675 -1.1656 -0.012 -0.093 -0.200 0.065
H -0.5062 -1.1457 -2.7229 -0.136 -0.197 0.171 0.087
H 0.5751 -0.8274 -1.3958 -0.129 0.109 -0.036 0.046
H -2.9825 2.1510 -0.7172 0.234 0.106 0.108 0.075
H -1.7740 3.3712 -1.1845 -0.015 -0.342 0.075 0.078
H -1.8345 2.8314 0.4921 -0.078 -0.348 -0.701 0.083
N 2.4466 -0.5049 2.4291 -0.133 -0.173 -1.111 0.205
C 2.0134 -0.9533 1.2683 -0.738 0.343 0.436 -0.146
N 1.1842 -1.9598 1.1140 0.455 0.819 -0.595 0.212
H 2.0932 -0.8635 3.2872 -0.099 -0.320 0.657 0.133
H 2.9794 0.3439 2.4681 0.256 0.120 -0.012 0.139
H 2.2726 -0.3891 0.3783 0.237 -0.176 0.039 0.161
H 0.7363 -2.0554 0.2037 0.171 -0.194 0.243 0.093
H 0.7841 -2.4385 1.8928 -0.197 -0.380 0.405 0.139
```
Forces are in eV/Å.

- energy (Eh) = -307.56225
- Kohn-Sham gap (eV) = 8.339
- E_LUMO (eV) = -3.90
- energy above the lowest of the compared OMol25 structures with the same formula, charge and spin (eV) = 1.6152
- total charge = +1